Entry from OMol25: a structure of composition C9H14Br6F3NO3 at a distorted geometry (the ωB97M-V functional and the def2-TZVPD basis).

```
36
Properties=species:S:1:pos:R:3:forces:R:3
C -8.308 10.001 8.236 0.2840 -0.3023 0.8529
C -8.207 10.456 6.799 -0.5604 0.9283 0.4008
O -9.018 11.223 6.302 -0.0384 -0.3512 -0.1708
N -7.125 10.003 6.153 0.5353 -0.4804 -0.1454
C -6.800 10.204 4.746 0.0137 -1.1534 1.0466
H -7.344 9.670 8.633 0.0060 -0.0532 -0.1430
H -8.992 9.164 8.381 -0.0860 0.0171 -0.3709
H -8.654 10.781 8.915 -0.1181 0.2545 -0.3699
H -6.417 9.556 6.708 -0.0850 -0.1119 0.0359
H -7.083 11.209 4.453 0.2333 -0.0560 -0.3606
H -7.261 9.400 4.166 -0.3949 0.4978 -0.2851
H -5.741 9.943 4.727 0.0723 0.7720 -0.5698
C -8.674 16.611 3.093 0.2227 -1.5391 -0.5864
C -7.224 17.075 3.086 -0.8546 1.2396 0.3123
O -6.442 16.245 3.965 0.5462 -0.1105 0.1992
C -5.567 15.439 3.387 -0.8352 0.0334 0.7618
O -5.449 15.292 2.221 0.7411 -0.3825 -1.3046
C -4.814 14.558 4.411 -0.6593 0.6986 -0.0072
F -4.941 15.027 5.665 0.1630 -0.2050 -0.0613
F -5.369 13.342 4.367 0.3611 -0.0653 0.0551
F -3.525 14.505 4.112 0.0847 -0.3349 0.0335
H -9.082 16.413 2.098 0.0982 0.7796 -0.1293
H -9.367 17.201 3.680 0.0767 0.0017 0.1420
H -8.636 15.568 3.431 -0.2723 0.2606 0.6205
H -7.127 18.051 3.564 -0.1007 0.0386 -0.2109
H -6.839 17.157 2.074 0.3833 -0.4073 0.1865
C -3.814 12.472 7.739 -0.0080 -0.7441 -0.0156
Br -3.722 11.161 6.266 0.3953 0.5500 0.6959
Br -2.246 12.478 8.894 -0.5436 -0.1733 -0.4054
Br -5.467 12.107 8.721 0.6828 0.2742 -0.2362
H -3.834 13.446 7.272 -0.3368 0.0416 0.0732
C -7.860 14.433 10.424 -0.6497 0.2430 0.5397
Br -9.727 13.795 10.339 0.8653 0.2273 0.1155
Br -7.556 15.546 12.026 -0.1751 -0.4473 -0.7149
Br -7.387 15.333 8.810 0.0113 0.1196 0.0327
H -7.217 13.574 10.539 -0.0580 -0.0598 -0.0168
```
Forces are in eV/Å.

Computed properties:
HOMO-LUMO gap ... 9.072 eV
LUMO ... -0.47 eV
Multiplicity ... 1
Highest occupied orbital energy ... -0.3507 Eh
ΔE to the lowest compared entry with this formula, charge and spin ... 0.332 eV